Entry 1:
DFT (ωB97M-V/def2-TZVPD) results for the molecule C15H11N3O4.

Results
structure (SMILES)	O=C(/C=C/c1ccco1)OCn1nnc2ccccc2c1=O
E_tot	-1043.38539	Eh
energy relative to the best compared isomer or geometry (same formula, charge and spin)	128.34	kJ/mol
lowest unoccupied orbital energy	-0.1	eV
highest occupied orbital energy	-8.47	eV

Atoms and positions in Å:
O  -1.22697  -0.49281  1.66883
C  -1.56827  -0.40963  0.51383
C  -2.36638  0.68051  -0.03967
C  -2.60980  0.82414  -1.35279
C  -3.36752  1.88678  -1.93372
C  -4.01335  2.97976  -1.39112
C  -4.59022  3.67637  -2.46835
C  -4.26196  2.96827  -3.58986
O  -3.53052  1.89672  -3.27998
H  -4.48740  3.12987  -4.62585
H  -5.16774  4.57660  -2.42228
H  -4.06214  3.24289  -0.35501
H  -2.20984  0.10197  -2.05069
H  -2.72630  1.38729  0.69217
O  -1.23363  -1.33642  -0.42034
C  -0.40528  -2.39522  -0.01749
N  0.82997  -1.94831  0.59173
N  1.08612  -2.47727  1.79383
N  2.08057  -2.15601  2.45158
C  2.95934  -1.20399  1.98948
C  4.04961  -0.83335  2.78360
C  4.92953  0.11971  2.32396
C  4.74667  0.71758  1.07618
C  3.67875  0.36277  0.28184
C  2.77650  -0.60032  0.73234
C  1.62747  -1.01022  -0.07230
O  1.35512  -0.62731  -1.18798
H  3.51398  0.81107  -0.68613
H  5.44834  1.46335  0.73395
H  5.77251  0.41067  2.93310
H  4.17053  -1.30606  3.74499
H  -0.19337  -2.94991  -0.93785
H  -0.89715  -3.02994  0.73019

Entry 2:
DFT (ωB97M-V/def2-TZVPD) results for a structure of composition C15H11N3ReS4Sb.

Results
total charge	+1
E_tot	-2653.58220	Eh
energy relative to the best compared isomer or geometry (same formula, charge and spin)	180.84	kJ/mol
multiplicity	2
lowest unoccupied orbital energy (alpha / beta)	-5.2 / -5.1	eV
highest occupied orbital energy (alpha / beta)	-10.29 / -10.12	eV

Atoms and positions in Å:
Re  -0.36060  -0.30472  -0.02426
C  -0.36355  0.23593  4.32357
C  0.97393  0.05031  4.63581
C  1.86598  -0.26256  3.61961
C  1.39882  -0.37567  2.32504
N  0.08593  -0.18023  2.02261
C  -0.77124  0.11545  3.00871
C  2.25546  -0.69042  1.16783
C  3.48375  -1.32993  1.19677
C  4.10639  -1.62546  -0.00917
C  3.49244  -1.31301  -1.21700
C  2.26365  -0.67823  -1.19155
N  1.69234  -0.35601  -0.01148
C  1.41359  -0.36328  -2.35636
C  1.89270  -0.23893  -3.64482
C  1.00782  0.06525  -4.67077
C  -0.33593  0.23167  -4.37347
C  -0.75562  0.10316  -3.06340
N  0.09410  -0.18495  -2.06957
H  -1.09352  0.47628  5.08246
H  1.32314  0.14843  5.65445
H  2.91814  -0.39986  3.82531
H  -1.81308  0.24367  2.73173
H  3.93750  -1.61784  2.13398
H  5.05807  -2.13865  -0.00821
H  3.95364  -1.58938  -2.15405
H  2.94857  -0.36203  -3.84014
H  1.36634  0.17427  -5.68504
H  -1.05862  0.46712  -5.14068
H  -1.80066  0.22322  -2.79377
S  -4.65231  0.29955  2.32140
Sb  -3.94871  0.24494  0.17965
S  -2.18621  -1.62946  0.01419
S  -1.74304  1.52615  -0.00940
S  -4.89059  0.34131  -1.86476

Entry 3:
DFT (ωB97M-V/def2-TZVPD) results for a structure of composition C15H12CdN5O7S2.

Results
total charge	-1
E_tot	-2343.34018	Eh
energy relative to the best compared isomer or geometry (same formula, charge and spin)	5.10	kJ/mol
lowest unoccupied orbital energy	1.6	eV
highest occupied orbital energy	-5.35	eV

Atoms and positions in Å:
Cd  0.49730  0.94310  -0.41674
C  3.88412  5.41086  0.29003
S  4.09802  4.11625  -0.94234
C  2.50720  3.37712  -1.01134
S  2.42429  1.98465  -2.00689
N  1.54959  4.00521  -0.36170
N  0.40200  3.27127  -0.33595
C  -0.69705  3.85378  -0.10761
C  -1.92110  3.02735  0.04405
C  -3.08057  3.58832  0.55566
C  -4.18018  2.77579  0.77255
C  -4.09348  1.42780  0.47138
C  -2.90431  0.95220  -0.06032
N  -1.85523  1.73330  -0.29043
H  4.78489  6.02321  0.24118
H  3.77967  4.98639  1.28613
H  3.00843  6.01391  0.06287
H  -0.74570  4.93100  0.03601
H  -3.10107  4.64335  0.79892
H  -5.09050  3.19044  1.18829
H  -4.91761  0.75115  0.64929
H  -2.77104  -0.09360  -0.30881
O  0.71181  -1.13894  -1.66465
C  0.16972  -1.71452  -0.69133
O  -0.40899  -1.10951  0.25195
C  0.21088  -3.21748  -0.64078
C  0.08255  -3.87980  0.57524
C  0.11798  -5.26477  0.61901
C  0.26595  -5.95367  -0.56838
C  0.39748  -5.32512  -1.78934
C  0.37926  -3.94001  -1.81508
N  0.28000  -7.43965  -0.52869
O  0.45554  -8.03359  -1.57347
O  0.20127  -7.97798  0.55689
H  -0.04350  -3.29453  1.47597
H  0.03046  -5.80756  1.54792
H  0.51781  -5.91258  -2.68709
H  0.50423  -3.39934  -2.74365
O  1.94666  0.49365  1.32666
N  1.13407  0.61576  2.30912
O  1.37049  0.09041  3.37453
O  0.09864  1.29639  2.11092

Entry 4:
DFT (ωB97M-V/def2-TZVPD) results for a structure of composition C15H12F3N5PtSbSe5.

Results
total charge	-1
E_tot	-13519.11102	Eh
energy relative to the best compared isomer or geometry (same formula, charge and spin)	0.00	kJ/mol
lowest unoccupied orbital energy	1.1	eV
highest occupied orbital energy	-4.07	eV

Atoms and positions in Å:
Pt  1.02922  -0.32044  -0.48620
N  -0.48301  -4.16990  -2.36142
C  -1.61233  -4.61093  -1.71376
C  -2.19268  -3.48810  -1.20451
N  -1.43773  -2.38157  -1.51565
C  -0.41814  -2.82785  -2.20869
H  0.23468  -4.73666  -2.77702
H  -1.88247  -5.65067  -1.66690
H  -3.08906  -3.41685  -0.61030
H  0.40951  -2.23619  -2.57117
Se  4.82693  0.84234  0.67921
Sb  4.24986  -0.86187  -0.94101
Se  2.37564  -2.26459  0.06819
Se  5.93173  -2.07494  -2.14194
Se  2.38317  0.00511  -2.46307
F  -3.55108  4.57601  -2.44395
C  -2.21856  4.73907  -2.54015
F  -1.90841  5.87272  -1.89418
F  -1.94490  4.93513  -3.84198
C  -1.47735  3.54904  -1.99594
C  -1.89566  2.27353  -2.34233
C  -1.18839  1.19294  -1.85297
N  -0.12200  1.34804  -1.06107
C  0.28559  2.57531  -0.73454
C  -0.37154  3.70912  -1.18145
H  -2.75531  2.11615  -2.97822
H  -1.46616  0.16836  -2.07210
H  1.17472  2.63120  -0.12002
H  -0.01471  4.68835  -0.89928
Se  -1.75953  -0.88576  1.34431
N  -0.00817  -0.51630  1.30134
C  0.44154  -0.48166  2.54464
C  1.78974  -0.18613  2.92067
C  2.08149  -0.16153  4.24132
C  1.08929  -0.42384  5.24764
C  -0.19925  -0.68712  4.93217
C  -0.57367  -0.71074  3.54943
N  -1.79907  -0.92593  3.11332
H  2.53570  0.01595  2.15849
H  3.09476  0.06090  4.55005
H  1.39108  -0.40295  6.28762
H  -0.95549  -0.87679  5.68142